# 1
{
  "formula": "C3H3NO2S",
  "method": "ωB97M-V/def2-TZVPD",
  "largest_force_ev_per_a": 1.700,
  "smiles": "O=C[C@H]1ON=CS1",
  "e_homo_ev": -9.16,
  "orbital_gap_ev": 9.45,
  "mol_weight_g_mol": 117.129,
  "symbols": ["C", "C", "C", "H", "H", "H", "N", "O", "O", "S"],
  "positions_angstrom": [[-1.601, -0.291, -0.471], [-0.448, -0.201, 0.556], [1.765, 0.109, -0.470], [-1.372, -0.679, -1.484], [-0.884, -0.160, 1.575], [2.727, 0.436, -0.972], [1.522, -1.134, -0.267], [-2.708, 0.102, -0.177], [0.387, -1.297, 0.505], [0.572, 1.263, 0.153]]
}

# 2
{
  "formula": "C25H49Br3O12S6",
  "method": "ωB97M-V/def2-TZVPD",
  "total_charge": 1,
  "largest_force_ev_per_a": 5.260,
  "e_homo_ev": [-11.59, -11.59],
  "spin_multiplicity": 2,
  "orbital_gap_ev": [8.74, 2.39],
  "mol_weight_g_mol": 973.769,
  "symbols": ["C", "Br", "Br", "Br", "H", "C", "C", "C", "S", "O", "O", "C", "H", "H", "H", "H", "H", "H", "H", "H", "C", "C", "C", "S", "O", "O", "C", "H", "H", "H", "H", "H", "H", "H", "H", "C", "C", "C", "S", "O", "O", "C", "H", "H", "H", "H", "H", "H", "H", "H", "C", "C", "C", "S", "O", "O", "C", "H", "H", "H", "H", "H", "H", "H", "H", "C", "C", "C", "S", "O", "O", "C", "H", "H", "H", "H", "H", "H", "H", "H", "C", "C", "C", "S", "O", "O", "C", "H", "H", "H", "H", "H", "H", "H", "H"],
  "positions_angstrom": [[-0.320, -0.110, -0.544], [0.961, 1.041, 0.324], [-1.376, -1.054, 0.837], [0.524, -1.260, -1.927], [-0.977, 0.544, -1.117], [-2.748, 0.277, 4.680], [-3.505, 0.733, 3.377], [-4.465, -0.349, 3.026], [-4.912, -1.312, 4.594], [-4.550, -2.717, 4.302], [-6.206, -0.935, 4.996], [-3.727, -0.395, 5.550], [-2.220, 1.132, 5.102], [-2.021, -0.500, 4.446], [-2.868, 0.912, 2.512], [-4.079, 1.658, 3.425], [-3.857, -0.989, 2.387], [-5.364, -0.007, 2.513], [-3.347, -1.064, 6.322], [-4.349, 0.338, 6.066], [-6.568, 2.660, -2.888], [-6.514, 1.091, -2.914], [-6.056, 0.555, -1.513], [-4.712, 1.690, -0.939], [-3.397, 1.526, -1.688], [-4.825, 1.786, 0.526], [-5.617, 3.172, -1.775], [-7.576, 2.893, -2.543], [-6.341, 3.205, -3.804], [-5.737, 0.656, -3.541], [-7.511, 0.718, -3.148], [-5.726, -0.484, -1.508], [-6.877, 0.682, -0.808], [-4.788, 3.794, -2.112], [-6.139, 3.531, -0.888], [-0.893, 4.173, 0.758], [-1.001, 4.482, 2.236], [-2.581, 4.572, 2.535], [-3.229, 5.507, 1.060], [-3.231, 6.911, 1.436], [-4.431, 4.902, 0.599], [-1.915, 4.943, -0.031], [-1.091, 3.111, 0.609], [0.097, 4.408, 0.367], [-0.306, 5.312, 2.363], [-0.712, 3.748, 2.988], [-2.705, 5.057, 3.503], [-3.167, 3.669, 2.363], [-1.689, 5.840, -0.608], [-2.512, 4.495, -0.825], [3.359, -3.639, 4.045], [2.364, -2.497, 4.125], [1.568, -2.319, 2.901], [2.832, -2.495, 1.476], [3.326, -1.176, 1.043], [2.285, -3.476, 0.483], [4.074, -3.292, 2.714], [2.898, -4.626, 4.011], [4.000, -3.522, 4.919], [2.821, -1.512, 4.220], [1.721, -2.513, 5.005], [0.901, -1.499, 2.632], [1.026, -3.259, 2.796], [4.889, -2.574, 2.813], [4.587, -4.172, 2.328], [3.600, 0.435, -2.642], [4.723, -0.569, -2.444], [6.072, 0.191, -2.229], [5.807, 1.867, -2.941], [6.383, 1.823, -4.315], [6.013, 3.036, -2.090], [4.015, 1.730, -3.293], [3.347, 0.682, -1.611], [2.711, 0.003, -3.101], [4.916, -1.128, -3.360], [4.557, -1.340, -1.691], [6.930, -0.198, -2.778], [5.998, 0.448, -1.173], [4.027, 1.632, -4.378], [3.621, 2.709, -3.020], [2.916, -3.797, -3.168], [3.400, -3.677, -4.653], [4.513, -4.717, -4.980], [5.507, -4.676, -3.458], [6.399, -3.526, -3.327], [5.916, -6.033, -3.063], [4.125, -4.264, -2.344], [2.116, -4.537, -3.151], [2.519, -2.865, -2.766], [3.891, -2.712, -4.782], [2.579, -3.607, -5.366], [5.186, -4.435, -5.789], [4.109, -5.729, -5.013], [4.540, -3.599, -1.587], [4.071, -5.123, -1.675]]
}

# 3
{
  "formula": "C7H16NS",
  "method": "ωB97M-V/def2-TZVPD",
  "total_charge": 1,
  "largest_force_ev_per_a": 3.970,
  "e_homo_ev": [-13.55, -13.55],
  "orbital_gap_ev": [8.10, 8.10],
  "mol_weight_g_mol": 146.279,
  "symbols": ["C", "C", "C", "C", "C", "C", "C", "N", "S", "H", "H", "H", "H", "H", "H", "H", "H", "H", "H", "H", "H", "H", "H", "H", "H"],
  "positions_angstrom": [[-0.255, -1.459, 0.107], [-1.687, -1.187, -0.274], [0.764, -0.548, -0.559], [3.051, 0.530, -0.533], [0.119, 1.616, 1.132], [-3.367, 0.562, -0.466], [2.117, -0.514, 0.018], [-2.035, 0.250, -0.058], [-0.032, 1.093, -0.514], [0.030, -1.289, 1.215], [0.121, -2.440, -0.273], [-1.769, -1.574, -1.228], [-2.478, -1.616, 0.430], [0.788, -0.715, -1.574], [2.743, 1.521, -0.368], [3.193, 0.393, -1.681], [4.106, 0.323, -0.100], [-0.798, 1.216, 1.546], [0.232, 2.699, 1.395], [1.033, 1.299, 1.682], [-3.948, -0.242, 0.014], [-3.451, 0.516, -1.609], [-3.565, 1.640, -0.159], [2.015, -0.433, 1.190], [2.442, -1.515, -0.290]]
}

# 4
{
  "formula": "C45H99F3O27",
  "method": "ωB97M-V/def2-TZVPD",
  "largest_force_ev_per_a": 3.464,
  "smiles": "O=C1OC[C@@H](F)O1.O=C1OC[C@@H](F)O1.O=C1OC[C@@H](F)O1.COCCOC.COCCOC.COCCOC.COCCOC.COCCOC.COCCOC.COCCOC.COCCOC.COCCOC",
  "e_homo_ev": -9.45,
  "orbital_gap_ev": 9.69,
  "mol_weight_g_mol": 1129.254,
  "symbols": ["C", "C", "O", "C", "O", "O", "F", "H", "H", "H", "C", "C", "O", "C", "O", "O", "F", "H", "H", "H", "C", "C", "O", "C", "O", "O", "F", "H", "H", "H", "C", "O", "C", "C", "O", "C", "H", "H", "H", "H", "H", "H", "H", "H", "H", "H", "C", "O", "C", "C", "O", "C", "H", "H", "H", "H", "H", "H", "H", "H", "H", "H", "C", "O", "C", "C", "O", "C", "H", "H", "H", "H", "H", "H", "H", "H", "H", "H", "C", "O", "C", "C", "O", "C", "H", "H", "H", "H", "H", "H", "H", "H", "H", "H", "C", "O", "C", "C", "O", "C", "H", "H", "H", "H", "H", "H", "H", "H", "H", "H", "C", "O", "C", "C", "O", "C", "H", "H", "H", "H", "H", "H", "H", "H", "H", "H", "C", "O", "C", "C", "O", "C", "H", "H", "H", "H", "H", "H", "H", "H", "H", "H", "C", "O", "C", "C", "O", "C", "H", "H", "H", "H", "H", "H", "H", "H", "H", "H", "C", "O", "C", "C", "O", "C", "H", "H", "H", "H", "H", "H", "H", "H", "H", "H"],
  "positions_angstrom": [[13.692, 15.155, 24.755], [14.404, 14.846, 26.023], [13.389, 14.422, 26.887], [12.171, 14.744, 26.370], [11.069, 14.528, 26.816], [12.285, 15.247, 25.123], [15.057, 15.972, 26.545], [13.789, 14.344, 24.021], [14.066, 16.042, 24.342], [15.174, 14.076, 26.108], [15.525, 12.988, 19.874], [14.026, 12.551, 20.024], [13.535, 12.935, 18.728], [14.395, 13.805, 18.139], [14.069, 14.363, 17.126], [15.478, 13.939, 18.878], [13.365, 13.415, 20.903], [16.057, 12.086, 19.609], [15.993, 13.473, 20.746], [13.775, 11.522, 20.188], [14.221, 18.608, 17.125], [13.779, 19.537, 15.986], [14.560, 20.693, 16.291], [15.256, 20.623, 17.469], [16.059, 21.388, 17.873], [14.963, 19.445, 18.020], [12.422, 19.831, 16.285], [14.806, 17.869, 16.586], [13.340, 18.184, 17.587], [13.924, 19.196, 14.960], [17.219, 14.704, 16.052], [17.399, 14.817, 14.587], [17.853, 13.588, 14.022], [16.801, 12.553, 13.638], [17.528, 11.597, 12.904], [16.886, 10.377, 12.808], [16.923, 15.761, 16.290], [18.156, 14.464, 16.549], [16.378, 14.109, 16.395], [18.566, 13.151, 14.747], [18.351, 13.857, 13.093], [15.970, 12.948, 13.066], [16.347, 12.142, 14.546], [16.971, 9.811, 13.669], [17.323, 9.828, 12.028], [15.798, 10.351, 12.652], [17.681, 11.016, 21.920], [16.552, 11.847, 22.089], [16.390, 12.443, 23.443], [17.095, 13.751, 23.497], [16.452, 14.638, 22.525], [17.222, 15.761, 22.328], [18.526, 11.649, 21.999], [17.584, 10.508, 20.973], [17.841, 10.251, 22.695], [16.755, 11.754, 24.194], [15.324, 12.634, 23.606], [18.152, 13.723, 23.215], [17.100, 14.299, 24.480], [16.560, 16.382, 21.669], [18.113, 15.559, 21.706], [17.511, 16.391, 23.201], [19.411, 14.789, 19.335], [19.796, 13.796, 18.399], [19.435, 12.488, 18.880], [19.924, 11.446, 17.971], [18.984, 11.306, 16.841], [19.612, 10.604, 15.743], [19.756, 15.764, 18.903], [19.790, 14.698, 20.392], [18.318, 14.821, 19.339], [18.291, 12.477, 18.999], [19.876, 12.293, 19.909], [20.036, 10.416, 18.391], [20.917, 11.839, 17.608], [20.666, 10.821, 15.651], [19.039, 10.869, 14.911], [19.557, 9.542, 15.839], [14.780, 9.440, 21.722], [15.339, 9.812, 20.431], [15.281, 8.762, 19.463], [15.967, 9.217, 18.144], [15.294, 10.419, 17.827], [15.653, 10.944, 16.557], [13.852, 8.929, 21.762], [14.733, 10.437, 22.222], [15.489, 8.820, 22.142], [14.268, 8.424, 19.256], [15.940, 7.981, 19.771], [15.779, 8.488, 17.351], [17.057, 9.463, 18.355], [15.598, 10.071, 15.826], [16.743, 11.253, 16.492], [14.970, 11.756, 16.333], [9.213, 17.987, 18.738], [10.298, 17.096, 18.705], [10.869, 17.033, 20.026], [12.266, 16.392, 20.088], [13.231, 17.473, 20.007], [14.568, 16.980, 19.791], [9.444, 18.964, 19.022], [8.430, 17.584, 19.409], [8.736, 17.928, 17.736], [10.177, 16.399, 20.589], [10.978, 18.061, 20.384], [12.440, 15.705, 19.257], [12.204, 15.876, 21.064], [15.234, 17.870, 19.912], [14.728, 16.529, 18.787], [14.884, 16.164, 20.526], [9.177, 13.725, 17.119], [9.381, 12.673, 18.064], [10.367, 12.958, 19.015], [10.531, 11.826, 19.991], [11.658, 11.082, 19.759], [11.768, 10.441, 18.479], [9.809, 13.733, 16.205], [9.473, 14.697, 17.541], [8.117, 13.699, 16.913], [10.198, 13.905, 19.576], [11.325, 13.145, 18.491], [9.555, 11.288, 20.005], [10.691, 12.265, 20.945], [10.913, 9.769, 18.288], [12.704, 9.934, 18.479], [11.769, 11.113, 17.609], [17.338, 18.634, 13.812], [16.126, 18.053, 14.326], [15.609, 17.023, 13.498], [14.520, 16.155, 14.071], [13.540, 16.984, 14.610], [12.331, 16.314, 15.037], [17.608, 19.393, 14.514], [17.173, 19.059, 12.820], [18.085, 17.790, 13.756], [16.421, 16.275, 13.254], [15.186, 17.475, 12.583], [14.910, 15.478, 14.872], [14.146, 15.522, 13.202], [11.502, 17.148, 15.009], [12.402, 15.817, 16.008], [12.118, 15.516, 14.377], [13.772, 18.470, 25.471], [14.604, 17.990, 24.470], [14.525, 18.738, 23.252], [15.621, 19.810, 23.113], [16.655, 19.233, 22.345], [17.879, 19.932, 22.267], [14.120, 19.433, 25.757], [13.865, 17.849, 26.321], [12.738, 18.512, 25.234], [13.577, 19.250, 23.185], [14.637, 18.039, 22.437], [15.958, 20.093, 24.103], [15.224, 20.698, 22.635], [18.343, 20.208, 23.207], [17.732, 20.842, 21.700], [18.656, 19.254, 21.884], [16.015, 12.126, 27.820], [15.385, 11.674, 26.654], [13.998, 11.325, 26.759], [13.453, 11.170, 25.347], [12.990, 12.479, 24.881], [12.665, 12.296, 23.511], [16.179, 11.289, 28.505], [15.335, 12.802, 28.407], [16.952, 12.594, 27.440], [13.499, 12.138, 27.161], [13.894, 10.436, 27.468], [12.622, 10.464, 25.485], [14.123, 10.702, 24.667], [11.858, 11.511, 23.426], [13.455, 11.947, 22.857], [12.277, 13.205, 23.017]]
}